(1)
Computed, not measured: a cluster of 10 separate species, C28H68O14S10 in total in a non-equilibrium geometry, with the ωB97M-V functional and the def2-TZVPD basis.

Bonds (Å) are listed after each position.
Geometry (Å):
1 C 2.7496 5.1343 -0.4637  H33 1.112, C69 1.572, C83 1.519, H97 1.103
2 S -2.7994 -5.3034 -2.4385  O39 1.506, C73 1.910, C117 1.795
3 S -0.4969 -3.3439 2.9816  C5 1.822, O21 1.499, C32 1.837
4 H 0.6811 7.4233 -1.5142  C103 1.098
5 C 1.3199 -3.4322 3.0781  S3 1.822, H24 1.068, H48 1.057, H91 1.114
6 H -0.3956 -6.8151 -0.1525  C72 1.070
7 H 1.8048 -1.0081 -2.2036  C98 1.101
8 C 5.6507 1.0081 -0.1268  H75 1.116, H92 1.121, S110 1.806, H114 1.117
9 H 2.5458 1.5587 -4.4798  C58 1.128
10 C -3.5088 2.5965 0.0266  H29 1.121, H64 1.091, S82 1.820, H93 1.110
11 C -0.5521 0.9386 4.1089  H40 1.070, H46 1.085, C80 1.580, C120 1.524
12 S 4.7687 2.2011 -4.0608  O28 1.490, C58 1.808, C106 1.795
13 O -1.5491 -0.1158 -1.9453  S96 1.491
14 H -3.3751 0.0237 5.6530  C20 1.089
15 C 0.0159 0.1600 0.1199  H34 1.103, S96 1.790, C101 1.515, H107 1.075
16 H -1.8354 -4.8675 1.7408  C32 1.070
17 C -6.1165 -1.2120 1.3704  H54 1.108, C66 1.549, H78 1.060, C95 1.529
18 H -3.0659 -4.3436 -0.2947  C117 1.074
19 H 1.5551 8.2880 -0.2459  C103 1.122
20 C -2.6292 0.8069 5.5286  H14 1.089, S43 1.842, H71 1.091, C80 1.527
21 O -0.7732 -2.0212 2.3338  S3 1.499
22 H 1.7594 6.2960 1.0670  C83 1.141
23 O 3.7873 8.6316 -1.5864  S111 1.452
24 H 1.8010 -3.4107 2.1246  C5 1.068
25 H 4.4307 4.5713 -4.5424  C106 1.089
26 H 3.5066 0.0918 -4.0322  C58 1.099
27 H 0.6457 -4.6572 -1.5279  C60 1.119
28 O 4.6091 2.3226 -2.5843  S12 1.490
29 H -4.5783 2.7738 -0.2585  C10 1.121
30 H -4.8489 -0.4740 -0.2255  C66 1.099
31 H 0.7026 5.4330 -0.0544  C83 1.101
32 C -0.8080 -4.5814 1.6595  S3 1.837, H16 1.070, H44 1.107, H53 1.097
33 H 2.9357 4.4563 0.3981  C1 1.112
34 H 0.0450 -0.4965 1.0056  C15 1.103
35 H -1.2501 4.3312 -2.4585  C45 1.107
36 O -0.3899 -2.1965 -1.1473  S96 1.427
37 H 5.2264 -1.1912 1.4830  C38 1.096
38 C 5.9661 -1.5439 0.7552  H37 1.096, H50 1.078, H70 1.091, S110 1.828
39 O -1.3118 -5.5378 -2.4012  S2 1.506
40 H -0.1623 1.8920 4.3999  C11 1.070
41 H -4.7960 -2.1867 -0.1593  C66 1.081
42 O -1.0812 3.5752 0.2667  S82 1.523
43 S -3.0016 1.7711 4.0033  C20 1.842, O79 1.428, O84 1.469, C120 1.816
44 H -0.4834 -4.1093 0.7126  C32 1.107
45 C -2.1652 3.7658 -2.1970  H35 1.107, H81 1.071, S82 1.860, H90 1.089
46 H 0.2490 0.3370 3.6934  C11 1.085
47 O 2.9467 6.8847 -3.1509  S111 1.438
48 H 1.7431 -4.2310 3.6254  C5 1.057
49 H 0.6707 -7.7034 0.9248  C72 1.108
50 H 6.9954 -1.2514 0.8870  C38 1.078
51 H 3.7098 0.7431 -5.6700  C58 1.096
52 O -3.3805 -2.2604 3.9477  S113 1.490
53 H -0.1346 -5.4398 1.7789  C32 1.097
54 H -7.0031 -1.6433 0.8642  C17 1.108
55 H 4.8314 5.8674 -1.3056  C69 1.069
56 H -2.4598 -3.1800 -1.4658  C117 1.100
57 H -2.6458 -3.3310 -4.0094  C73 1.079
58 C 3.5244 1.0173 -4.6252  H9 1.128, S12 1.808, H26 1.099, H51 1.096
59 H 0.6845 -0.2177 -3.3857  C98 1.088
60 C 1.5389 -5.2644 -1.8191  H27 1.119, H87 1.061, S99 1.811, H115 1.099
61 H -1.3966 1.9832 2.3319  C120 1.084
62 H 2.2266 0.4111 0.1183  C101 1.141
63 H 0.6403 1.8166 -2.1129  C77 1.118
64 H -3.4969 2.4786 1.1116  C10 1.091
65 H -4.2830 -3.8709 -1.3654  C117 1.092
66 C -4.8527 -1.3169 0.4800  C17 1.549, H30 1.099, H41 1.081, C94 1.540
67 H 0.5902 -8.1880 -0.7182  C72 1.061
68 H 2.9055 3.6586 -4.6147  C106 1.122
69 C 3.9418 6.1128 -0.7660  C1 1.572, H55 1.069, H86 1.086, S111 1.843
70 H 5.9816 -2.6303 0.6520  C38 1.091
71 H -2.6694 1.5120 6.3596  C20 1.091
72 C 0.5459 -7.3214 -0.1075  H6 1.070, H49 1.108, H67 1.061, S99 1.887
73 C -3.1215 -4.2994 -4.0316  S2 1.910, H57 1.079, H108 1.089, H118 1.077
74 O 4.2595 -1.0151 -1.2087  S110 1.516
75 H 4.7764 1.2083 0.5379  C8 1.116
76 H -6.3946 -2.7011 2.9893  C95 1.084
77 C 1.3929 1.0989 -1.7012  H63 1.118, C98 1.524, C101 1.551, H109 1.077
78 H -6.3865 -0.1993 1.5287  C17 1.060
79 O -4.2257 1.3556 3.3969  S43 1.428
80 C -1.2252 0.2340 5.3524  C11 1.580, C20 1.527, H89 1.107, H102 1.102
81 H -3.0283 4.1366 -2.7123  C45 1.071
82 S -2.4032 3.9876 -0.3661  C10 1.820, O42 1.523, C45 1.860
83 C 1.6144 6.0493 -0.0378  C1 1.519, H22 1.141, H31 1.101, C103 1.530
84 O -2.8025 3.1946 4.3084  S43 1.469
85 O -4.0420 -3.6961 2.1009  S113 1.408
86 H 4.2203 6.5805 0.1738  C69 1.086
87 H 2.3960 -4.6775 -2.0330  C60 1.061
88 H -3.2860 -0.2766 1.7005  C94 1.083
89 H -1.3899 -0.8508 5.2067  C80 1.107
90 H -2.0417 2.7201 -2.4764  C45 1.089
91 H 1.5140 -2.4607 3.5878  C5 1.114
92 H 5.6673 1.7585 -0.9588  C8 1.121
93 H -3.1130 1.6423 -0.3801  C10 1.110
94 C -3.5698 -1.2544 1.3300  C66 1.540, H88 1.083, H105 1.096, S113 1.829
95 C -5.8213 -1.8137 2.7445  C17 1.529, H76 1.084, H112 1.084, S113 1.820
96 S -0.3555 -0.7854 -1.3541  O13 1.491, C15 1.790, O36 1.427, C98 1.807
97 H 2.4639 4.5202 -1.3337  C1 1.103
98 C 1.0404 -0.2304 -2.3576  H7 1.101, H59 1.088, C77 1.524, S96 1.807
99 S 2.1126 -6.3368 -0.4767  C60 1.811, C72 1.887, O100 1.499
100 O 2.4579 -5.3356 0.5836  S99 1.499
101 C 1.2690 0.9641 -0.1613  C15 1.515, H62 1.141, C77 1.551, H116 1.083
102 H -0.5654 0.4501 6.2077  C80 1.102
103 C 1.5528 7.3437 -0.8514  H4 1.098, H19 1.122, C83 1.530, S111 1.813
104 H -1.9585 0.3153 2.4190  C120 1.108
105 H -2.7185 -1.7565 0.8563  C94 1.096
106 C 4.0019 3.6187 -4.8514  S12 1.795, H25 1.089, H68 1.122, H119 1.082
107 H -0.7990 0.8612 0.1053  C15 1.075
108 H -4.1745 -4.1982 -4.2920  C73 1.089
109 H 2.3687 1.5212 -1.8755  C77 1.077
110 S 5.6809 -0.6597 -0.8185  C8 1.806, C38 1.828, O74 1.516
111 S 3.0930 7.3750 -1.8065  O23 1.452, O47 1.438, C69 1.843, C103 1.813
112 H -5.8289 -1.0674 3.5300  C95 1.084
113 S -4.1015 -2.4015 2.6519  O52 1.490, O85 1.408, C94 1.829, C95 1.820
114 H 6.4945 1.1551 0.5903  C8 1.117
115 H 1.1751 -5.7881 -2.7139  C60 1.099
116 H 1.2925 1.8537 0.4565  C101 1.083
117 C -3.1981 -3.9778 -1.2959  S2 1.795, H18 1.074, H56 1.100, H65 1.092
118 H -2.6340 -4.9436 -4.7442  C73 1.077
119 H 4.0003 3.4340 -5.9172  C106 1.082
120 C -1.5955 1.1712 3.0223  C11 1.524, S43 1.816, H61 1.084, H104 1.108

Calculated values
HOMO-LUMO gap in Eh: 0.3243
E_LUMO in eV: 0.304
HOMO level in eV: -8.519
F_max in eV Å⁻¹: 4.829
Energy relative to the best compared isomer or geometry (same formula, charge and spin) in kcal per mole: 0.0
E in eV: -167149.2939

Results of the Mulliken charge analysis, in e, for atoms 1 through 4:
1. C -0.1636
2. S 0.2769
3. S 0.4168
4. H 0.3784

---

(2)
Computed, not measured: a cluster of 5 separate species, C28H69FO4P in total, with the ωB97M-V functional and the def2-TZVPD basis.

Bonds (Å) are listed after each position.
Geometry (Å):
1 H 3.6600 2.1217 -0.1752  C7 1.092
2 H 0.2815 1.4097 -3.7355  C85 1.096
3 H 3.3424 -3.7745 -1.4416  C16 1.092
4 H 5.5864 3.0037 1.1463  C28 1.092
5 H 6.1582 -2.9847 0.8330  C63 1.095
6 H -3.0443 0.6486 1.4656  C78 1.096
7 C 3.9492 1.6531 0.7674  H1 1.092, C28 1.525, H29 1.089, H50 1.089
8 H -0.4947 3.2593 1.3174  C22 1.091
9 O 1.3146 3.1823 -4.0117  C74 1.419, C85 1.415
10 H 5.0208 -2.6828 -1.9491  C65 1.091
11 H -0.1452 -0.9845 -0.0121  C25 1.090
12 H 1.5180 2.4007 -1.4197  C101 1.090
13 O -2.7443 -1.3219 -4.4894  C66 1.422, C94 1.415
14 H -4.5488 3.3002 1.0970  C44 1.092
15 C -5.6112 0.7611 6.0391  H43 1.090, H51 1.090, C69 1.519, H99 1.091
16 C 3.4225 -4.5617 -0.6896  H3 1.092, H18 1.096, C39 1.537, C82 1.530
17 H -0.8182 3.5539 -5.6360  C30 1.092
18 H 3.4852 -5.4961 -1.2595  C16 1.096
19 O -6.8049 1.3678 3.9726  C40 1.414, C69 1.416
20 C 6.4166 -0.1961 0.0295  C33 1.519, H48 1.093, H52 1.093, C73 1.543
21 H 7.3598 1.7346 0.1993  C73 1.092
22 C -1.3647 2.7535 1.7387  H8 1.091, O23 1.416, C100 1.518, H103 1.098
23 O -2.0870 2.2785 0.6171  C22 1.416, C78 1.415
24 H -2.4101 -0.0495 -2.1430  C41 1.092
25 C 0.8992 -0.6874 -0.1065  H11 1.090, H54 1.098, C79 1.520, H93 1.088
26 H -1.0896 -1.2137 -2.2415  C41 1.090
27 H 2.2730 -5.4848 0.8482  C82 1.095
28 C 5.4214 1.9280 1.0548  H4 1.092, C7 1.525, H60 1.093, C73 1.527
29 H 3.3080 2.0610 1.5473  C7 1.089
30 C -0.9449 2.7637 -4.8936  H17 1.092, H31 1.091, H42 1.091, C85 1.520
31 H -1.4880 3.1816 -4.0449  C30 1.091
32 H -0.2826 2.0875 3.4758  C100 1.091
33 C 5.7014 -0.8384 -1.1470  C20 1.519, H58 1.093, C65 1.532, H81 1.095
34 H 1.4308 -4.0175 2.4058  P77 1.464
35 H -0.5888 -3.0920 -4.0862  C98 1.090
36 H 0.8929 1.7514 -5.3456  C85 1.091
37 H 0.4411 3.6461 -0.7703  C101 1.091
38 H 3.0139 -2.9139 1.7126  P77 1.454
39 C 4.7496 -4.4059 0.0708  C16 1.537, C63 1.523, H70 1.091, H86 1.097
40 C -7.9860 0.6430 4.2537  O19 1.414, H64 1.096, H71 1.090, C84 1.520
41 C -2.1675 -1.1139 -2.1157  H24 1.092, H26 1.090, H56 1.090, C66 1.517
42 H -1.5633 1.9740 -5.3226  C30 1.091
43 H -5.0188 0.0232 5.4971  C15 1.090
44 C -4.3205 2.3858 1.6480  H14 1.092, H75 1.090, C78 1.519, H80 1.091
45 H -1.7498 1.1625 3.1753  C100 1.091
46 H -9.9559 0.8550 5.0912  C84 1.091
47 H -4.0068 -1.7981 -3.0082  C66 1.091
48 H 7.4541 -0.5371 0.0634  C20 1.093
49 F 1.1927 -1.8100 2.3232  P77 1.758
50 H 3.7456 0.5861 0.6896  C7 1.089
51 H -4.9904 1.1959 6.8230  C15 1.090
52 H 5.9661 -0.5238 0.9694  C20 1.093
53 H 0.0254 4.5109 -3.0757  C74 1.097
54 H 0.9716 -0.0996 -1.0316  C25 1.098
55 H 2.8459 -1.5685 -0.3528  C79 1.096
56 H -2.4110 -1.5022 -1.1265  C41 1.090
57 H 4.5496 -2.3359 0.6447  C63 1.089
58 H 4.6654 -0.4915 -1.1799  C33 1.093
59 H -3.6663 1.2575 -0.0569  C78 1.091
60 H 5.6749 1.4947 2.0262  C28 1.093
61 H 6.0435 1.6793 -0.9903  C73 1.091
62 H -2.6731 -2.9290 -3.1701  C66 1.096
63 C 5.2859 -2.9838 0.1714  H5 1.095, C39 1.523, H57 1.089, C65 1.527
64 H -7.7533 -0.2814 4.7948  C40 1.096
65 C 5.7081 -2.3701 -1.1615  H10 1.091, C33 1.532, C63 1.527, H87 1.094
66 C -2.9333 -1.8648 -3.1891  O13 1.422, C41 1.517, H47 1.091, H62 1.096
67 H 0.3020 -2.4470 -5.4581  C98 1.091
68 H -1.4312 -0.7599 -5.8907  C94 1.092
69 C -6.0915 1.8514 5.0966  C15 1.519, O19 1.416, H91 1.090, H102 1.097
70 H 4.6391 -4.8235 1.0727  C39 1.091
71 H -8.3719 0.3485 3.2775  C40 1.090
72 H 1.5373 -2.4601 -1.0961  C79 1.099
73 C 6.3595 1.3457 -0.0006  C20 1.543, H21 1.092, C28 1.527, H61 1.091
74 C 0.9057 3.8947 -2.8547  O9 1.419, H53 1.097, H96 1.091, C101 1.519
75 H -5.2382 1.8092 1.7679  C44 1.090
76 H -0.2079 2.3594 -1.7730  C101 1.090
77 P 1.6501 -3.1334 1.2595  H34 1.464, H38 1.454, F49 1.758, C79 1.913, C82 1.916, H83 1.473
78 C -3.2735 1.5662 0.9128  H6 1.096, O23 1.415, C44 1.519, H59 1.091
79 C 1.8129 -1.8991 -0.1926  C25 1.520, H55 1.096, H72 1.099, P77 1.913
80 H -3.9810 2.6727 2.6447  C44 1.091
81 H 6.1710 -0.4781 -2.0684  C33 1.095
82 C 2.1618 -4.6276 0.1755  C16 1.530, H27 1.095, P77 1.916, H89 1.095
83 H 0.2282 -3.2663 0.8976  P77 1.473
84 C -9.0417 1.4426 4.9995  C40 1.520, H46 1.091, H92 1.091, H97 1.091
85 C 0.4063 2.2038 -4.4803  H2 1.096, O9 1.415, C30 1.520, H36 1.091
86 H 5.5188 -5.0069 -0.4289  C39 1.097
87 H 6.7027 -2.7170 -1.4557  C65 1.094
88 H -0.3320 0.9009 2.1637  C100 1.091
89 H 1.3072 -4.8570 -0.4693  C82 1.095
90 H -1.2609 -3.2460 -5.7129  C98 1.091
91 H -5.2315 2.3755 4.6808  C69 1.090
92 H -9.2721 2.3634 4.4619  C84 1.091
93 H 1.1686 -0.0193 0.7084  C25 1.088
94 C -1.3962 -1.2463 -4.9138  O13 1.415, H68 1.092, H95 1.095, C98 1.519
95 H -0.8309 -0.5837 -4.2508  C94 1.095
96 H 1.7286 4.5808 -2.6489  C74 1.091
97 H -8.7181 1.7105 6.0062  C84 1.091
98 C -0.6982 -2.5890 -5.0473  H35 1.090, H67 1.091, H90 1.091, C94 1.519
99 H -6.4392 0.2411 6.5236  C15 1.091
100 C -0.9090 1.6620 2.6905  C22 1.518, H32 1.091, H45 1.091, H88 1.091
101 C 0.6489 3.0206 -1.6396  H12 1.090, H37 1.091, C74 1.519, H76 1.090
102 H -6.6879 2.5954 5.6383  C69 1.097
103 H -1.9478 3.5150 2.2733  C22 1.098

Calculated values
HOMO-LUMO gap in Eh: 0.2141
E_LUMO in eV: 2.281
HOMO level in eV: -3.545
F_max in eV Å⁻¹: 0.601
Charge: -1
E in eV: -50349.8120

Results of the Mulliken charge analysis, in e, for atoms 1 through 4:
1. H 0.1531
2. H -0.2144
3. H 0.2061
4. H 0.4002